No. 1
Formula: C19H18ClNO4
Source: the Open Molecules 2025 dataset
Level of theory: wB97M-V/def2-TZVPD

As for the SMILES: CCOC(=O)/C(O)=C/C(=O)/C=C/c1cccn1Cc1ccccc1Cl. Its multiplicity is 1.

Each line ends with the Löwdin charge.
Element x y z (Å)
C 4.9070 3.2812 5.0053  -0.0637
C 3.3627 3.3356 4.9396  -0.2020
O 2.8889 2.3236 4.0297  -0.0328
C 2.8010 1.0036 4.4908  -0.3527
O 3.0903 0.6471 5.6203  0.1338
C 2.2576 -0.0055 3.5107  -0.1503
O 2.2581 -1.3546 3.8094  0.0804
C 1.8039 0.3583 2.2641  0.0467
C 1.3629 -0.4746 1.1491  -0.3904
O 1.2846 -1.6966 1.3416  0.0235
C 1.1050 0.0826 -0.1651  -0.0002
C 0.4869 -0.6621 -1.1689  0.0228
C 0.0106 -0.0956 -2.4127  -0.2346
C 0.3614 1.1119 -2.9759  -0.0228
C -0.3035 1.1894 -4.2580  -0.0756
C -1.0282 0.0336 -4.4427  -0.0558
N -0.8489 -0.7821 -3.2828  -0.0290
C -1.4352 -2.1389 -3.1298  -0.1032
C -2.8841 -2.0906 -2.6988  -0.2154
C -3.8685 -1.8214 -3.6699  -0.0362
C -5.2068 -1.6111 -3.2982  -0.0761
C -5.5191 -1.6513 -1.9441  -0.0940
C -4.5828 -1.9913 -0.9528  -0.0901
C -3.2398 -2.2344 -1.3385  -0.5585
Cl -2.0726 -2.7069 -0.1123  0.7212
H 5.2758 2.3052 5.2103  0.0573
H 5.3388 3.5778 4.0747  0.0638
H 5.3056 3.9320 5.8052  0.0874
H 2.8484 3.2664 5.9112  0.1228
H 3.1441 4.3578 4.5813  0.1209
H 1.8681 -1.8124 3.0303  0.0835
H 1.7680 1.3940 1.9765  0.1046
H 1.1827 1.1401 -0.2685  0.0936
H 0.3489 -1.7137 -0.9877  0.0706
H 1.0334 1.8389 -2.5488  0.1031
H -0.2403 2.0198 -4.9318  0.0877
H -1.5863 -0.2428 -5.3181  0.1064
H -1.4029 -2.6435 -4.1252  0.1392
H -0.8488 -2.7153 -2.4158  0.0861
H -3.6203 -1.7796 -4.7037  0.0966
H -5.9604 -1.4274 -4.0771  0.1108
H -6.5653 -1.4998 -1.6287  0.1104
H -4.8808 -2.0474 0.1059  0.1099

***

No. 2
Formula: C3HNO2
Source: the Open Molecules 2025 dataset
Level of theory: wB97M-V/def2-TZVPD

Its multiplicity is 1.

Each line ends with the Löwdin charge.
Element x y z (Å)
O -1.1034 0.3258 -2.4848  0.1144
C -0.3694 0.7492 -1.7310  0.0089
C 0.0673 -0.2000 0.3876  -0.1449
O 0.8634 0.8014 0.4639  0.0162
C 0.0468 -1.0582 1.5366  -0.1955
N -0.1512 -1.8916 2.3215  0.1651
H 0.7037 1.2415 -0.4408  0.0358

***

No. 3
Formula: C31H35BIrN8OS4
Source: the Open Molecules 2025 dataset
Level of theory: wB97M-V/def2-TZVPD

The total charge is +2. Its multiplicity is 2.

Each line ends with the Löwdin charge.
Element x y z (Å)
Ir -0.3313 -0.5375 0.4294  0.7479
N -2.3874 -0.9364 0.9613  -0.0464
C -2.4852 -1.2860 2.3586  -0.2273
C -3.6649 -1.3199 3.0444  0.0109
C -3.6915 -1.7168 4.3986  -0.0352
C -2.5397 -2.0864 5.0301  -0.0042
C -1.2997 -2.0294 4.3489  -0.1502
C -0.0693 -2.3381 4.9754  0.0109
C 1.0919 -2.1560 4.2854  -0.0215
C 1.0363 -1.6684 2.9667  -0.1088
N -0.0848 -1.4265 2.3237  -0.0485
C -1.2705 -1.6085 3.0067  -0.1649
H -2.5378 -1.7694 0.3925  0.1130
H -3.0846 -0.2613 0.6598  0.0785
H -4.5899 -1.0628 2.5424  0.1295
H -4.6361 -1.7414 4.9237  0.1221
H -2.5544 -2.4112 6.0626  0.1284
H -0.0663 -2.6938 5.9985  0.1345
H 2.0553 -2.3702 4.7270  0.1207
H 1.9484 -1.4508 2.4303  0.0925
C 2.6580 -2.1733 -3.3063  0.0137
N 1.9307 -0.9650 -3.6583  -0.0793
C 1.3079 -0.7437 -4.8615  0.0014
C 0.8596 0.5362 -4.8379  -0.0157
N 1.1897 1.0828 -3.6287  -0.0124
B 1.0077 2.5998 -3.2904  -0.3974
N -0.0351 2.8219 -2.1236  0.0179
C -0.2580 4.1263 -1.7458  -0.0387
C -1.3577 4.1624 -0.9617  -0.0273
N -1.8004 2.8675 -0.8529  -0.1444
C -2.9893 2.4549 -0.1322  -0.0414
C -0.9734 2.0599 -1.5586  -0.6730
S -1.1729 0.3202 -1.6067  0.6131
C 1.8360 0.1584 -2.9254  -0.5706
S 2.5194 0.4383 -1.3452  1.0130
H 2.9494 -2.6774 -4.2233  0.1078
H 2.0288 -2.8329 -2.7149  0.0789
H 3.5487 -1.9060 -2.7419  0.0960
H 1.2492 -1.5042 -5.6196  0.1372
H 0.3348 1.1069 -5.5822  0.1362
H 2.0538 3.0800 -2.9491  0.0797
H 0.5531 3.0988 -4.2823  0.0872
H 0.3776 4.9212 -2.0930  0.1357
H -1.8592 4.9811 -0.4778  0.1333
H -3.5134 3.3493 0.1933  0.1022
H -2.7043 1.8669 0.7406  0.0419
H -3.6369 1.8760 -0.7873  0.0931
C 3.3491 -9.1676 1.2457  -0.0426
C 4.0416 -8.2035 0.3394  -0.6590
O 4.0769 -8.2244 -0.8442  0.0920
S 4.9934 -6.8563 1.2531  1.0684
C 4.0687 -5.4524 0.8539  -0.5028
C 4.4995 -4.2483 1.4558  -0.0857
C 3.8585 -3.0718 1.1891  -0.0048
C 2.7623 -3.0329 0.2905  -0.2440
C 2.3343 -4.2452 -0.3005  0.0060
C 2.9667 -5.4278 -0.0239  -0.0438
C 2.1618 -1.8302 -0.0280  -0.0800
C 1.5818 -0.7395 -0.3261  -0.6375
H 2.7424 -9.8508 0.6568  0.0984
H 2.7491 -8.6294 1.9791  0.0889
H 4.1066 -9.7281 1.7993  0.1020
H 5.3537 -4.2658 2.1198  0.1150
H 4.2124 -2.1489 1.6318  0.1277
H 1.4885 -4.2334 -0.9753  0.1258
H 2.6325 -6.3303 -0.5130  0.1090
C 2.9552 1.6153 2.9179  -0.0234
N 1.6812 1.4820 3.5909  -0.1414
C 1.5964 1.4178 5.0515  -0.0789
C 0.0794 1.3594 5.3190  -0.0921
N -0.4649 1.4108 3.9641  0.0507
C 0.4790 1.5187 3.0232  -0.7292
S 0.1624 1.7257 1.3532  0.7218
H 3.6326 0.8333 3.2662  0.0955
H 3.4050 2.5858 3.1326  0.1070
H 2.7966 1.5264 1.8460  0.0543
H 2.0647 2.2988 5.4917  0.1343
H 2.1201 0.5332 5.4177  0.1205
H -0.2652 2.2073 5.9085  0.1280
H -0.2163 0.4398 5.8227  0.1076
H -1.4397 1.4906 3.7348  0.1426

***

| no. | energy (a.u.) |
| --- | --- |
| 1 | -1550.6776 |
| 2 | -320.0293 |
| 3 | -3437.1081 |